Computed, not measured: C19H27N5OPPtS5 as an isolated structure, with wB97M-V/def2-TZVPD.

```
59
Properties=species:S:1:pos:R:3
Pt -2.140 -1.251 -0.179
S -8.575 -3.924 -1.783
C -7.160 -3.294 -1.461
S -5.783 -3.310 -2.584
C -4.684 -2.480 -1.608
C -5.182 -2.080 -0.267
S -4.212 -1.253 0.808
S -6.773 -2.496 0.088
S -3.169 -2.051 -2.130
C 3.530 3.334 -1.683
C 4.094 2.133 -2.423
N 3.094 1.061 -2.557
C 2.381 0.946 -3.832
C 3.153 0.136 -4.862
C 2.978 0.194 -1.547
O 3.623 0.215 -0.509
C 1.934 -0.900 -1.624
C 2.282 -2.229 -1.842
C 1.304 -3.206 -1.723
C 0.034 -2.845 -1.322
N -0.283 -1.566 -1.041
C 0.643 -0.615 -1.238
H 4.281 4.119 -1.612
H 3.245 3.051 -0.668
H 2.664 3.747 -2.203
H 4.957 1.728 -1.899
H 4.409 2.406 -3.430
H 2.212 1.961 -4.192
H 1.397 0.508 -3.661
H 4.147 0.555 -5.023
H 2.631 0.136 -5.818
H 3.274 -0.899 -4.537
H 3.301 -2.490 -2.099
H 1.525 -4.248 -1.907
H -0.740 -3.587 -1.181
H 0.340 0.406 -1.052
C -0.027 2.225 3.272
N -1.552 1.980 3.334
C -1.828 1.025 4.525
N -1.065 -0.163 4.395
C 0.367 0.132 4.330
N 0.665 0.990 3.182
C 0.522 0.320 1.895
P -1.249 -0.200 1.676
C -2.068 1.421 2.040
C -1.509 -1.027 3.308
H 0.229 2.751 4.191
H 0.162 2.867 2.412
H -2.021 2.871 3.517
H -2.899 0.828 4.533
H -1.545 1.580 5.419
H 0.931 -0.795 4.251
H 0.670 0.643 5.244
H 1.170 -0.557 1.853
H 0.835 1.000 1.102
H -3.149 1.300 2.119
H -1.863 2.139 1.244
H -0.946 -1.963 3.322
H -2.563 -1.282 3.439
```

Properties
- highest occupied orbital energy (eV) = -15.906
- energy (eV) = -96326.1663
- LUMO level (eV) = -11.6069
- net charge = +3